1.
The following is a quantum chemistry calculation of 2 unconnected molecules or ions with the total composition C27H43ClF5NO3S, from OMol25.

Structure (XYZ):
```
81
Properties=species:S:1:pos:R:3
C -0.1125 -1.1163 2.8237
C 1.0961 -0.1298 2.4418
C 0.9964 0.4431 0.9007
C 0.2063 1.8218 1.0415
N -1.1330 1.6979 1.7537
O 0.4334 -0.6124 0.1519
C -0.2647 -0.3469 -1.0564
C -0.3399 -1.7997 -1.8245
C -0.4484 -3.0444 -0.8139
C 0.9153 -3.8765 -0.6126
S 1.2720 -4.7697 -2.2038
C 0.4128 0.6311 -2.1335
C -0.0976 0.3708 -3.6671
C 0.4775 1.6509 -4.5072
Cl -0.5940 3.1239 -4.3176
C -1.8164 0.0994 -0.9381
C -2.6971 -0.7647 0.0802
C -3.9121 0.1088 0.6882
C -5.1042 -0.7764 1.3227
O -4.9037 -2.2121 1.2389
C -5.7627 -2.6427 0.1253
C 2.5508 0.8243 0.5570
F 3.0445 1.4247 1.7945
F 2.6758 1.8733 -0.4101
C 3.4961 -0.4303 0.3021
C 4.5124 -0.8644 1.4264
C 5.4821 -2.0916 1.2395
C 5.5413 -2.9298 -0.0628
C 4.5537 -2.4826 -1.2029
C 4.5836 -3.2690 -2.5945
F 5.9126 -3.0643 -3.1289
F 4.4342 -4.6673 -2.4795
F 3.7088 -2.6785 -3.5591
C 3.5596 -1.2817 -0.9966
H -1.1352 -0.6179 2.8952
H 0.1220 -1.5115 3.8894
H -0.1756 -2.0576 2.1632
H 1.0211 0.7726 3.1573
H 2.0609 -0.7258 2.6163
H 0.8137 2.5543 1.7038
H -0.0082 2.3859 0.0760
H -1.7388 2.4032 1.2992
H -0.9763 2.0517 2.7133
H 0.6410 -1.9560 -2.4224
H -1.2560 -1.8530 -2.5256
H -0.8700 -2.8023 0.2171
H -1.1997 -3.7863 -1.2936
H 0.7057 -4.6980 0.1768
H 1.7826 -3.2612 -0.1996
H 0.1368 -4.7069 -3.0343
H 1.5620 0.5270 -2.2120
H 0.2185 1.7496 -1.9628
H -1.2305 0.4286 -3.7728
H 0.3890 -0.5420 -4.1462
H 1.5684 1.8176 -4.1765
H 0.4929 1.3051 -5.6034
H -2.3235 -0.0052 -1.9743
H -1.8343 1.2394 -0.7273
H -3.1686 -1.6238 -0.5378
H -2.1300 -1.2402 0.9445
H -4.3857 0.8011 -0.1120
H -3.5617 0.8225 1.5276
H -5.1904 -0.5180 2.4473
H -6.1057 -0.4298 0.8599
H -5.6051 -3.7547 -0.0837
H -6.8751 -2.4608 0.3602
H -5.4816 -2.0508 -0.8136
H 4.5887 -0.3464 2.4402
H 6.1854 -2.3926 2.1015
H 6.2391 -3.8146 -0.2169
H 2.8725 -1.0641 -1.8744
C -1.3059 6.3048 3.6837
C -1.1066 5.5477 2.3979
C -0.3370 6.2339 1.3013
O -1.5511 4.4227 2.2505
H -1.8766 5.6885 4.3819
H -0.3376 6.5367 4.1324
H -1.8637 7.2237 3.4912
H 0.6744 6.4628 1.6441
H -0.8517 7.1498 1.0030
H -0.2716 5.5713 0.4354
```

Calculated values
- orbital gap (eV) = 8.4
- LUMO level (eV) = -0.28
- SMILES = CC[C@](CN)(O[C@](CCCS)(CCCCl)CCCCOC)C(F)(F)c1cccc(C(F)(F)F)c1.CC(C)=O

Okay, here come the Mulliken numbers, in e, for every atom:
1 C -0.859
2 C -0.562
3 C 1.203
4 C -1.553
5 N -0.334
6 O -0.372
7 C 1.266
8 C -0.583
9 C -0.906
10 C -0.093
11 S -0.263
12 C -0.842
13 C -0.543
14 C -0.535
15 Cl -0.214
16 C -1.222
17 C 0.269
18 C -0.353
19 C -0.549
20 O -0.352
21 C -0.661
22 C 1.148
23 F -0.373
24 F -0.360
25 C 0.117
26 C -0.635
27 C -0.561
28 C -0.797
29 C 0.055
30 C 0.737
31 F -0.269
32 F -0.203
33 F -0.246
34 C -0.080
35 H 0.203
36 H 0.485
37 H 0.026
38 H 0.288
39 H 0.377
40 H 0.488
41 H -0.004
42 H 0.381
43 H 0.306
44 H 0.179
45 H 0.338
46 H -0.006
47 H 0.548
48 H 0.467
49 H -0.101
50 H 0.098
51 H 0.185
52 H 0.159
53 H 0.244
54 H 0.345
55 H 0.330
56 H 0.405
57 H 0.729
58 H 0.247
59 H 0.243
60 H -0.345
61 H 0.366
62 H -0.076
63 H 0.339
64 H 0.249
65 H 0.238
66 H 0.291
67 H 0.279
68 H 0.342
69 H 0.296
70 H 0.370
71 H 0.261
72 C -1.185
73 C 0.805
74 C -1.080
75 O -0.513
76 H 0.307
77 H 0.343
78 H 0.344
79 H 0.323
80 H 0.389
81 H 0.222

2.
The following is a quantum chemistry calculation of a molecular structure, C27H43IN5PW, from OMol25.

Structure (XYZ):
```
78
Properties=species:S:1:pos:R:3
W -0.6522 -0.0773 -0.9566
I -1.7143 -2.2754 -2.4316
C 0.2054 -2.5864 -3.2471
C 0.4431 -3.7243 -3.9632
C 1.6944 -3.8886 -4.5896
C 2.6323 -2.9006 -4.5084
C 2.3816 -1.7148 -3.7787
C 3.3277 -0.6625 -3.7561
C 3.0688 0.5007 -3.0889
C 1.8710 0.6335 -2.3589
C 0.9175 -0.3656 -2.3144
C 1.1523 -1.5495 -3.0880
H -0.3135 -4.4891 -4.0718
H 1.8875 -4.7905 -5.1526
H 3.5821 -3.0062 -5.0159
H 4.2561 -0.7907 -4.2977
H 3.7838 1.3112 -3.1008
H 1.7236 1.5514 -1.7940
C 1.3547 0.3724 4.4871
C 1.1071 0.6314 2.9924
C 2.3664 1.2985 2.4131
C -0.0567 1.6257 2.8429
P 0.7385 -0.9322 2.0441
N 0.0636 -0.4431 0.6175
C -0.5964 -1.9607 2.8586
C -1.2835 -2.8984 1.8489
C -0.0524 -2.7996 4.0255
C -1.7081 -1.0351 3.3812
C 2.2653 -1.8992 1.5806
C 3.1101 -1.1154 0.5547
C 3.1439 -2.2361 2.7897
C 1.8405 -3.2069 0.8915
H 1.5964 1.3323 4.9457
H 2.1962 -0.2941 4.6692
H 0.4839 -0.0186 5.0053
H 2.4748 2.2722 2.8901
H 2.2962 1.4591 1.3357
H 3.2678 0.7350 2.6327
H 0.3041 2.6068 3.1503
H -0.9049 1.3770 3.4756
H -0.4002 1.7108 1.8099
H -0.6284 -3.6580 1.4348
H -1.7375 -2.3435 1.0290
H -2.0833 -3.4138 2.3813
H 0.6011 -3.6018 3.6930
H -0.9039 -3.2625 4.5256
H 0.4750 -2.2049 4.7677
H -2.1100 -0.3965 2.5939
H -1.3994 -0.4134 4.2171
H -2.5198 -1.6710 3.7359
H 3.7823 -0.4022 1.0206
H 2.5006 -0.6004 -0.1823
H 3.7270 -1.8348 0.0163
H 3.5731 -1.3478 3.2470
H 3.9771 -2.8394 2.4248
H 2.6304 -2.8164 3.5538
H 1.2038 -3.0212 0.0248
H 1.3475 -3.9035 1.5633
H 2.7459 -3.6967 0.5341
C -2.7950 5.3698 -3.1661
C -4.1328 4.9093 -2.6037
C -4.2131 5.0982 -1.0932
C -4.4735 3.4782 -3.0181
N -3.5677 2.4850 -2.4154
C -3.6693 1.8380 -1.2453
N -2.5935 1.0998 -1.1120
N -1.8579 1.3294 -2.2171
N -2.4210 2.1536 -3.0050
H -2.6197 6.4115 -2.9033
H -2.7639 5.2867 -4.2520
H -1.9645 4.7891 -2.7589
H -4.9267 5.5077 -3.0621
H -3.3958 4.5849 -0.5783
H -5.1620 4.7476 -0.6834
H -4.1233 6.1537 -0.8440
H -4.3863 3.3204 -4.0923
H -5.4738 3.1883 -2.6973
H -4.4958 1.9193 -0.5617
```

Calculated values
- orbital gap (spin up / spin down) (eV) = 7.4 / 7.2
- ⟨S²⟩ = 2.0181
- 2S+1 = 3
- LUMO level (spin up / spin down) (eV) = -5.85 / -6.27
- charge = +2
- energy relative to the best compared isomer or geometry (same formula, charge and spin) (kJ/mol) = 14.2

Okay, here come the Mulliken numbers, in e, for every atom:
1 W -0.152
2 I 0.076
3 C 0.380
4 C -0.565
5 C -0.664
6 C -0.895
7 C 0.891
8 C -0.866
9 C -0.918
10 C -0.647
11 C 0.673
12 C 0.580
13 H 0.435
14 H 0.427
15 H 0.434
16 H 0.450
17 H 0.427
18 H 0.320
19 C -1.745
20 C 1.711
21 C -1.760
22 C -1.600
23 P 0.448
24 N 0.629
25 C 1.793
26 C -1.446
27 C -1.877
28 C -1.889
29 C 2.072
30 C -1.964
31 C -1.746
32 C -1.848
33 H 0.520
34 H 0.310
35 H 0.298
36 H 0.651
37 H 0.263
38 H 0.282
39 H 0.520
40 H 0.324
41 H 0.230
42 H 0.307
43 H 0.147
44 H 0.549
45 H 0.326
46 H 0.523
47 H 0.339
48 H 0.328
49 H 0.271
50 H 0.624
51 H 0.319
52 H 0.417
53 H 0.611
54 H 0.326
55 H 0.517
56 H 0.299
57 H 0.354
58 H 0.291
59 H 0.657
60 C -1.397
61 C 0.783
62 C -1.439
63 C -1.061
64 N 0.563
65 C -0.152
66 N -0.220
67 N 0.590
68 N -1.174
69 H 0.416
70 H 0.380
71 H 0.277
72 H 0.300
73 H 0.298
74 H 0.358
75 H 0.419
76 H 0.350
77 H 0.466
78 H 0.477

We obtain max |F| values of 0.093 0.008 hartree/bohr for the records listed above, in that order.